Entry from OMol25: the molecule C4H5NO (the ωB97M-V functional and the def2-TZVPD basis).

```
! RIJCOSX wB97M-V def2-TZVPD def2/J DEFGRID3
* xyz 0 1
O -1.45 0.02 1.40
N -2.09 0.87 -0.58
C 2.64 -0.55 -0.20
C 1.34 -0.38 -0.28
C -1.10 0.23 0.11
C 0.08 -0.20 -0.34
H 3.07 -0.95 0.71
H -2.97 0.96 -0.09
H -2.17 0.67 -1.57
H 3.31 -0.30 -1.01
H -0.68 -0.36 1.84
*
```

Computed properties:
SMILES: C=C=C=C(N)O
Kohn-Sham gap in eV: 8.3
Energy above the lowest of the compared OMol25 structures with the same formula, charge and spin in kcal/mol: 58.3

Löwdin atomic charge list, values in e, 2 entries: number 1, O, carries 0.071; number 2, N, carries 0.136